Record 1
Computed, not measured: a cluster of 4 separate species, C3H15NO3 in total in a non-equilibrium geometry, with ωB97M-V/def2-TZVPD.

Each line ends with the natural charge from an NBO analysis.
Geometry (Å):
C (-1.845, 0.539, 0.976)  -0.625
C (-0.956, -0.229, 0.025)  -0.044
C (-1.048, -1.760, 0.159)  -0.624
N (-1.279, 0.102, -1.385)  -0.866
H (-1.552, 0.487, 2.023)  0.230
H (-2.040, 1.568, 0.688)  0.210
H (-2.859, 0.107, 0.908)  0.200
H (0.091, 0.010, 0.141)  0.169
H (-0.337, -2.180, -0.547)  0.208
H (-0.667, -2.047, 1.144)  0.226
H (-2.049, -2.175, 0.065)  0.206
H (-1.980, 0.827, -1.482)  0.366
H (-1.673, -0.729, -1.808)  0.360
H (2.765, 2.302, -0.166)  0.477
H (2.129, 0.947, -0.419)  0.491
O (2.807, 1.388, 0.141)  -0.970
H (0.476, 0.414, -2.461)  0.511
H (1.851, -0.416, -2.417)  0.474
O (1.457, 0.456, -2.335)  -0.993
H (1.808, 0.443, 1.653)  0.483
H (2.892, -0.209, 2.542)  0.469
O (2.010, 0.156, 2.556)  -0.959

The relative energy (zero: lowest compared OMol25 entry of this formula, charge and spin) is 51.65 kJ/mol. As for the SMILES: CC(C)N.O.O.O. The calculation puts the molecular weight at 113.16 g/mol. As for the spin multiplicity: 1. Its total energy is -10987.075 eV.

***

Record 2
Computed, not measured: a structure of composition C3H7BrCu3NO in a non-equilibrium geometry, with ωB97M-V/def2-TZVPD.

Each line ends with the natural charge from an NBO analysis.
Geometry (Å):
Cu (1.158, 8.735, -4.868)  0.968
Cu (-3.881, 5.733, -6.567)  0.895
Cu (-2.544, 4.594, -1.267)  0.936
Br (0.193, 3.675, -4.964)  -0.799
C (-0.976, -1.300, 1.725)  0.525
O (-1.370, -0.181, 1.246)  -0.686
N (0.251, -1.846, 1.475)  -0.420
C (1.197, -1.170, 0.583)  -0.424
C (0.676, -3.110, 2.157)  -0.424
H (-1.606, -1.966, 2.335)  0.130
H (1.226, -1.820, -0.292)  0.206
H (2.138, -1.116, 1.129)  0.201
H (1.009, -0.177, 0.173)  0.236
H (0.899, -2.914, 3.206)  0.206
H (-0.072, -3.903, 2.118)  0.226
H (1.702, -3.234, 1.810)  0.225

The relative energy (zero: lowest compared OMol25 entry of this formula, charge and spin) is 537.54 kJ/mol. Its charge is +2. The calculation puts the molecular weight at 343.64 g/mol. As for the spin multiplicity: 1. Its total energy is -210698.762 eV.

***

Number 1: frontier orbital gap 10.687 eV. Number 2: frontier orbital gap 2.566 eV.